# 1
Density functional theory data (ωB97M-V/def2-TZVPD) for C28H18AlClIN3O5S as an isolated structure.

Geometry (Å):
I1 -4.308 3.041 0.413
Cl1 -6.377 -2.245 -0.337
S1 1.041 3.034 1.241
Al1 -0.112 0.402 0.237
O1 5.385 1.166 -0.492
O2 0.321 -0.180 1.827
O3 -1.668 1.233 0.080
O4 6.628 -0.635 -1.137
O5 1.891 -1.400 2.865
N1 0.891 2.025 -0.013
N2 -1.314 -1.274 -0.315
N3 1.417 -0.573 -0.509
C1 -3.379 -3.129 -0.524
C2 3.241 4.321 0.156
C3 2.000 -0.480 -1.716
C4 0.426 5.691 1.587
C5 0.244 4.582 0.772
C6 -0.586 4.625 -0.331
C7 -3.695 -1.769 -0.329
C8 -4.992 -1.213 -0.215
C9 -2.772 0.511 -0.004
C10 1.469 -0.850 1.882
C11 -5.164 0.128 -0.003
C12 4.953 3.272 2.091
C13 3.595 3.012 2.165
C14 5.623 -0.025 -0.819
C15 4.601 4.566 0.091
C16 -4.057 0.990 0.095
C17 4.193 -0.631 -0.752
C18 3.359 -0.523 -1.878
C19 3.569 -0.910 0.477
C20 2.205 -0.829 0.562
C21 5.453 4.038 1.051
C22 2.758 3.536 1.192
C23 -1.049 -2.549 -0.492
C24 -1.039 6.938 0.148
C25 -1.227 5.816 -0.644
C26 -2.064 -3.511 -0.603
C27 -2.607 -0.882 -0.225
C28 -0.216 6.874 1.266
H1 1.321 -0.349 -2.553
H2 2.568 4.733 -0.587
H3 -6.163 0.527 0.105
H4 -1.536 7.866 -0.103
H5 3.186 2.392 2.954
H6 1.448 2.316 -0.808
H7 1.069 5.630 2.457
H8 5.001 5.162 -0.719
H9 -0.079 7.746 1.893
H10 3.800 -0.420 -2.861
H11 6.518 4.210 0.979
H12 -1.887 5.861 -1.501
H13 -1.794 -4.547 -0.746
H14 -0.003 -2.825 -0.542
H15 -0.737 3.732 -0.924
H16 -4.177 -3.855 -0.600
H17 4.149 -1.112 1.367
H18 5.622 2.861 2.834

For the HOMO-LUMO gap, the calculation gives 7.1 eV. The value obtained for the molecular weight is 697.87 u. The value obtained for the largest force on an atom is 0.018 hartree/bohr. For the electronic energy, the calculation gives -3016.9831 Eh. Its HOMO energy is -0.29964 Eh. The calculation puts the energy relative to the best compared isomer or geometry (same formula, charge and spin) at 56.0 kJ/mol.

These are the natural (NBO) partial charges, in e, on atoms 1 to 2: atom 1 (I): 0.17, atom 2 (Cl): 0.01

---

# 2
Density functional theory data (ωB97M-V/def2-TZVPD) for a 2-piece molecular cluster, C28H18BF9S2 overall in a non-equilibrium geometry.

Geometry (Å):
S1 1.597 3.477 9.551
S2 -0.690 4.434 7.889
F1 0.112 7.069 15.584
F2 1.834 9.137 13.791
F3 -1.329 6.648 11.188
F4 1.174 3.464 12.827
F5 2.946 4.525 14.383
F6 -1.987 2.849 16.247
F7 6.343 7.828 14.233
F8 2.934 7.697 10.975
F9 -2.383 10.993 12.764
C1 -0.732 3.210 14.248
C2 1.147 6.372 6.778
C3 4.623 6.158 14.362
C4 -0.211 10.089 13.183
C5 1.965 6.819 5.742
C6 0.261 7.747 12.583
C7 4.649 7.783 12.569
C8 -0.959 7.766 11.904
C9 2.623 6.456 12.968
C10 0.225 2.501 10.345
C11 5.208 7.238 13.713
C12 -0.954 4.979 15.882
C13 3.354 6.659 5.821
C14 3.912 6.132 6.990
C15 0.164 4.060 13.591
C16 3.363 5.754 13.928
C17 -1.472 9.971 12.608
C18 0.843 4.717 8.638
C19 3.092 5.688 8.034
C20 -1.848 8.833 11.909
C21 1.699 5.616 7.840
C22 -1.620 3.470 9.133
C23 -0.885 2.152 9.378
C24 -1.234 3.682 15.453
C25 3.394 7.327 12.205
C26 0.622 8.969 13.168
C27 -0.198 5.830 15.070
C28 0.312 5.428 13.821
B1 1.060 6.329 12.699
H1 -1.620 4.149 9.997
H2 -2.806 8.768 11.415
H3 0.107 11.014 13.657
H4 -0.124 3.192 11.121
H5 0.677 1.625 10.834
H6 3.533 5.362 8.981
H7 -0.474 1.781 8.412
H8 1.542 7.326 4.874
H9 4.998 6.114 7.102
H10 5.162 8.526 11.975
H11 0.068 6.553 6.706
H12 -1.297 5.339 16.844
H13 0.968 5.791 11.543
H14 5.141 5.658 15.171
H15 -2.654 3.359 8.778
H16 -0.950 2.207 13.895
H17 -1.555 1.405 9.819
H18 4.001 7.056 5.022

For the HOMO-LUMO gap, the calculation gives 4.6 eV. The value obtained for the molecular weight is 600.38 u. The value obtained for the largest force on an atom is 0.040 hartree/bohr. For the electronic energy, the calculation gives -2797.6871 Eh. Its HOMO energy is -0.27934 Eh.

These are the natural (NBO) partial charges, in e, on atoms 1 to 2: atom 1 (S): 0.50, atom 2 (S): 0.43

---

# 3
Density functional theory data (ωB97M-V/def2-TZVPD) for C28H18Cl2N6O2W as an isolated structure in a non-equilibrium geometry.

Geometry (Å):
W1 -0.222 -0.603 0.337
Cl1 0.000 -6.036 -4.220
Cl2 -3.867 -2.817 -2.595
O1 -1.442 0.974 1.152
O2 -1.574 -1.287 -1.042
N1 2.273 2.700 0.677
N2 0.744 -2.365 -0.607
N3 1.418 0.644 0.850
N4 -1.064 -1.423 2.287
N5 -2.830 -2.475 3.129
N6 4.399 8.305 -2.390
C1 -2.452 -1.375 2.413
C2 4.236 7.270 -1.897
C3 3.556 4.765 0.781
C4 1.624 1.178 2.188
C5 2.733 3.983 -1.390
C6 -1.768 -4.268 -3.222
C7 3.228 5.148 -2.006
C8 -3.588 1.402 0.141
C9 2.558 -3.840 -1.066
C10 4.167 5.820 0.136
C11 -3.278 -0.414 1.765
C12 -2.243 -3.181 -2.424
C13 -0.646 -2.550 2.972
C14 -2.739 0.654 0.980
C15 -4.672 -0.730 1.614
C16 1.799 -4.508 -1.989
C17 -5.367 -0.095 0.628
C18 -1.308 -2.434 -1.646
C19 -1.721 -3.191 3.488
C20 0.451 -4.165 -2.210
C21 -0.048 -3.052 -1.517
C22 3.950 6.031 -1.259
C23 1.997 -2.785 -0.315
C24 -4.868 0.984 -0.156
C25 -0.461 -4.768 -3.137
C26 1.888 1.544 0.024
C27 2.813 3.830 -0.001
C28 2.021 2.441 2.078
H1 -2.430 -4.876 -3.870
H2 -5.459 1.434 -0.976
H3 0.371 -2.802 2.963
H4 -1.698 -4.012 4.176
H5 3.128 5.411 -3.044
H6 2.269 3.188 -1.993
H7 -3.140 2.308 -0.232
H8 3.583 4.598 1.895
H9 1.387 0.628 3.084
H10 4.845 6.442 0.679
H11 -5.159 -1.569 2.098
H12 2.540 -2.196 0.404
H13 2.337 -5.226 -2.607
H14 -6.290 -0.573 0.383
H15 3.611 -4.026 -0.824
H16 2.115 1.429 -1.020
H17 -3.800 -2.660 3.431
H18 2.093 3.189 2.904

For the HOMO-LUMO gap (alpha / beta), the calculation gives 5.6 / 6.3 eV. Its total charge is +2. The value obtained for the molecular weight is 725.24 u. As for the spin multiplicity: 3. The value obtained for the largest force on an atom is 0.103 hartree/bohr. For the electronic energy, the calculation gives -2543.7330 Eh. Its HOMO energy (alpha / beta) is -0.50386 / -0.50416 Eh.

These are the natural (NBO) partial charges, in e, on atoms 1 to 2: atom 1 (W): 2.07, atom 2 (Cl): 0.09

---

# 4
Density functional theory data (ωB97M-V/def2-TZVPD) for C28H18Cl3IrN5O3 as an isolated structure in a non-equilibrium geometry.

Geometry (Å):
Ir1 -0.087 0.243 -0.474
Cl1 0.466 3.315 -1.335
Cl2 -2.862 -2.173 -4.143
Cl3 -6.782 1.340 -3.049
O1 -1.645 1.469 3.351
O2 4.150 0.637 -0.214
O3 -1.303 -0.610 -2.200
N1 -0.277 1.156 1.516
N2 1.903 0.773 0.286
N3 -2.146 1.556 -0.826
N4 -1.831 -0.819 0.705
N5 1.371 -1.239 -1.272
C1 -4.700 -0.302 -3.474
C2 0.656 3.037 2.841
C3 1.947 1.801 1.229
C4 0.750 2.019 1.893
C5 1.757 3.829 3.116
C6 -2.521 2.605 -0.137
C7 -3.818 3.136 -0.222
C8 3.063 2.579 1.537
C9 -1.373 0.954 2.274
C10 -4.479 -0.992 1.493
C11 1.023 -2.220 -2.111
C12 3.618 -1.425 -2.023
C13 -2.506 -0.173 -2.391
C14 0.541 1.701 -2.007
C15 -2.300 -0.045 1.679
C16 2.639 -0.846 -1.236
C17 -4.326 1.444 -1.851
C18 2.987 0.274 -0.330
C19 -5.160 0.781 -2.780
C20 -3.007 0.967 -1.682
C21 -3.397 -0.775 -3.273
C22 2.960 3.597 2.471
C23 1.936 -2.840 -2.942
C24 -2.654 -1.708 0.142
C25 3.263 -2.437 -2.896
C26 -3.990 -1.805 0.481
C27 -3.609 -0.121 2.124
C28 -4.719 2.553 -1.070
H1 -5.522 -1.033 1.776
H2 3.989 2.385 1.022
H3 -2.220 -2.343 -0.619
H4 3.818 4.220 2.685
H5 -0.130 1.623 -2.855
H6 -5.342 -0.800 -4.186
H7 -4.629 -2.502 -0.043
H8 -1.777 3.055 0.510
H9 -0.284 3.195 3.344
H10 4.628 -1.054 -1.933
H11 4.001 -2.895 -3.542
H12 -4.087 3.988 0.385
H13 -3.912 0.521 2.939
H14 1.571 1.487 -2.275
H15 1.677 4.634 3.835
H16 1.608 -3.621 -3.612
H17 -5.728 2.933 -1.152
H18 -0.022 -2.494 -2.119

For the HOMO-LUMO gap (alpha / beta), the calculation gives 6.3 / 6.4 eV. The value obtained for the molecular weight is 771.06 u. As for the spin multiplicity: 2. The value obtained for the largest force on an atom is 0.060 hartree/bohr. For the electronic energy, the calculation gives -3062.2384 Eh. Its HOMO energy (alpha / beta) is -0.27784 / -0.27600 Eh. The calculation puts the energy relative to the best compared isomer or geometry (same formula, charge and spin) at 146.1 kJ/mol.

These are the natural (NBO) partial charges, in e, on atoms 1 to 2: atom 1 (Ir): 1.34, atom 2 (Cl): -0.03

---

# 5
Density functional theory data (ωB97M-V/def2-TZVPD) for C28H19Cl2N6NiO4S2 as an isolated structure.

Geometry (Å):
Ni1 0.737 1.073 -0.137
Cl1 5.251 1.491 4.845
Cl2 6.971 0.578 2.334
S1 0.441 -4.075 -0.055
S2 2.642 -2.376 1.023
O1 0.539 2.527 3.646
O2 4.073 -0.296 -1.734
O3 -1.330 0.481 -0.351
O4 -3.200 -3.218 0.296
N1 0.197 -1.468 0.563
N2 -1.131 -1.732 0.308
N3 0.704 0.717 -2.069
N4 -0.833 2.926 0.447
N5 2.557 0.791 -0.347
N6 1.195 1.624 1.619
C1 -6.032 -1.158 -0.603
C2 -1.912 3.400 -0.166
C3 -3.886 -2.123 -0.056
C4 -0.243 0.223 -4.188
C5 0.959 -2.477 0.513
C6 -0.871 2.787 1.767
C7 2.974 0.185 -1.463
C8 -3.104 3.614 1.884
C9 -1.808 -0.658 -0.078
C10 -3.276 -0.871 -0.251
C11 1.853 0.157 -2.468
C12 -0.327 0.746 -2.909
C13 -5.439 0.086 -0.793
C14 3.139 -3.787 0.009
C15 4.516 1.285 3.283
C16 2.067 -4.854 0.159
C17 0.939 -0.375 -4.595
C18 -3.067 3.763 0.505
C19 2.532 1.368 1.927
C20 3.306 0.947 0.817
C21 -1.985 3.124 2.529
C22 5.266 0.889 2.192
C23 3.151 1.527 3.160
C24 2.010 -0.409 -3.719
C25 0.371 2.275 2.453
C26 -5.266 -2.249 -0.239
C27 -4.072 0.212 -0.615
C28 4.664 0.716 0.950
H1 -7.100 -1.279 -0.738
H2 -3.577 1.165 -0.745
H3 -3.995 3.874 2.442
H4 5.244 0.383 0.105
H5 -6.037 0.944 -1.073
H6 2.577 1.835 4.018
H7 -1.105 0.267 -4.840
H8 -5.711 -3.224 -0.085
H9 2.164 -5.625 -0.606
H10 -1.239 1.175 -2.519
H11 -2.246 -2.928 0.399
H12 -1.848 3.486 -1.246
H13 2.964 -0.854 -3.960
H14 2.126 -5.320 1.142
H15 -1.937 2.990 3.600
H16 1.019 -0.812 -5.583
H17 4.105 -4.137 0.371
H18 3.245 -3.471 -1.029
H19 -3.919 4.143 -0.045

For the HOMO-LUMO gap (alpha / beta), the calculation gives 7.0 / 7.0 eV. Its total charge is -1. The value obtained for the molecular weight is 697.23 u. The value obtained for the largest force on an atom is 0.016 hartree/bohr. For the electronic energy, the calculation gives -4933.1761 Eh. Its HOMO energy (alpha / beta) is -0.17244 / -0.17241 Eh.

These are the natural (NBO) partial charges, in e, on atoms 1 to 2: atom 1 (Ni): 1.14, atom 2 (Cl): -0.02

---

# 6
Density functional theory data (ωB97M-V/def2-TZVPD) for C28H19CoF5N4O as an isolated structure in a non-equilibrium geometry.

Geometry (Å):
Co1 -0.040 0.077 0.350
F1 -0.894 -2.287 0.049
F2 -2.258 0.317 -0.614
F3 -0.776 -2.416 -2.129
F4 -2.687 -2.126 -1.158
F5 -0.887 0.167 -2.355
O1 -0.143 9.416 9.057
N1 -0.030 0.187 2.432
N2 -0.182 2.009 0.482
N3 -0.068 3.981 5.597
N4 -0.192 5.475 3.952
C1 2.011 -1.635 -0.549
C2 -0.073 1.481 2.819
C3 -0.134 6.382 6.251
C4 -0.193 10.781 8.662
C5 -0.133 5.310 5.255
C6 -1.402 -1.810 -1.139
C7 -1.126 -0.294 -1.116
C8 -0.161 2.469 1.761
C9 0.064 -0.767 3.338
C10 -0.202 3.832 2.052
C11 0.103 -0.480 4.708
C12 -0.293 4.251 -0.307
C13 -0.245 2.869 -0.519
C14 0.052 0.828 5.119
C15 3.902 0.418 -0.542
C16 -0.106 6.123 7.624
C17 1.633 -0.317 -0.296
C18 -0.110 7.153 8.537
C19 -0.035 1.861 4.167
C20 -0.164 4.213 3.432
C21 -0.143 8.478 8.089
C22 4.294 -0.890 -0.776
C23 3.355 -1.909 -0.782
C24 -0.169 7.702 5.819
C25 -0.271 4.735 0.976
C26 2.564 0.719 -0.306
C27 -0.173 8.752 6.725
C28 -0.086 3.262 4.427
H1 -0.349 4.912 -1.160
H2 0.171 -1.288 5.421
H3 -0.192 7.911 4.758
H4 -0.084 5.111 8.011
H5 0.078 1.062 6.175
H6 -0.199 11.356 9.582
H7 -0.199 9.766 6.357
H8 0.101 -1.787 2.975
H9 5.336 -1.114 -0.962
H10 2.271 1.744 -0.133
H11 -0.002 3.624 6.533
H12 -0.264 2.448 -1.517
H13 0.685 11.048 8.070
H14 -0.301 5.796 1.186
H15 1.295 -2.441 -0.573
H16 4.635 1.214 -0.550
H17 3.664 -2.927 -0.980
H18 -0.090 6.961 9.600
H19 -1.101 10.991 8.094

For the HOMO-LUMO gap (alpha / beta), the calculation gives 6.4 / 6.4 eV. Its total charge is +1. The value obtained for the molecular weight is 581.41 u. The value obtained for the largest force on an atom is 0.038 hartree/bohr. For the electronic energy, the calculation gives -3254.5619 Eh. Its HOMO energy (alpha / beta) is -0.38280 / -0.38280 Eh. The calculation puts the energy relative to the best compared isomer or geometry (same formula, charge and spin) at 11.8 kJ/mol.

These are the natural (NBO) partial charges, in e, on atoms 1 to 2: atom 1 (Co): 0.99, atom 2 (F): -0.35